[1]
{"formula": "C26H28FN3O3PSTl", "method": "ωB97M-V/def2-TZVPD", "elements": ["Tl", "C", "C", "C", "C", "C", "C", "C", "F", "C", "C", "C", "O", "C", "C", "N", "C", "C", "O", "O", "H", "H", "H", "H", "H", "H", "H", "H", "H", "H", "H", "C", "N", "C", "C", "N", "C", "S", "H", "H", "H", "H", "H", "H", "C", "P", "C", "C", "C", "C", "C", "C", "C", "H", "H", "H", "H", "H", "H", "H", "H", "H", "H", "H"], "coordinates": [[-0.9992, -0.1090, -1.9717], [4.3064, 1.3245, 3.7529], [4.9176, 0.3270, 2.7684], [6.2917, 0.8222, 2.3205], [6.9053, -0.1723, 1.3490], [5.9800, -0.3274, 0.1804], [6.4808, -0.5953, -1.0740], [5.6231, -0.6908, -2.1628], [6.1521, -0.9302, -3.3814], [4.2696, -0.5365, -2.0183], [3.7363, -0.2802, -0.7507], [2.2753, -0.1397, -0.6332], [1.5580, -0.1885, -1.6397], [1.8220, 0.0751, 0.7158], [2.7207, 0.2180, 1.7249], [4.0598, 0.1323, 1.5980], [4.5931, -0.1576, 0.3618], [0.3633, 0.2926, 1.0931], [0.1750, 1.0326, 2.0818], [-0.5430, -0.2613, 0.4352], [5.0707, 1.6469, 4.4559], [3.4930, 0.8889, 4.3266], [3.9360, 2.1975, 3.2192], [5.0400, -0.6478, 3.2640], [6.9291, 0.9512, 3.1957], [6.1807, 1.7906, 1.8285], [7.0530, -1.1356, 1.8454], [7.8814, 0.1729, 1.0091], [7.5409, -0.7302, -1.2160], [3.6035, -0.6053, -2.8634], [2.3296, 0.4261, 2.7088], [-4.1210, 3.4901, -1.2175], [-3.4723, 3.1346, 0.0095], [-4.0180, 3.1215, 1.2685], [-3.0610, 2.6688, 2.1134], [-1.9367, 2.4146, 1.3801], [-2.1874, 2.6985, 0.0890], [-1.1271, 2.7248, -1.2151], [-5.1871, 3.6291, -1.0390], [-3.9616, 2.6880, -1.9450], [-3.6913, 4.4092, -1.6245], [-5.0298, 3.4236, 1.4471], [-3.0844, 2.5237, 3.1733], [-1.0824, 1.9036, 1.7380], [-5.9866, -0.1971, -1.3181], [-4.1423, -0.4106, -1.2276], [-3.9890, -0.6510, 0.5920], [-4.0402, -2.1455, -1.8544], [-3.5507, -2.3086, -3.1488], [-3.4047, -3.5686, -3.7004], [-3.7568, -4.6894, -2.9685], [-4.2757, -4.5358, -1.6943], [-4.4138, -3.2765, -1.1381], [-6.5070, -1.0263, -0.8432], [-6.2954, -0.1281, -2.3590], [-6.2496, 0.7316, -0.8163], [-4.6987, -1.3817, 0.9749], [-4.1799, 0.3071, 1.0760], [-2.9684, -0.9565, 0.8149], [-3.2916, -1.4309, -3.7273], [-3.0151, -3.6743, -4.7020], [-3.6300, -5.6763, -3.3903], [-4.5772, -5.4079, -1.1318], [-4.8102, -3.1922, -0.1365]], "largest_force_ha_per_bohr": 0.0183, "charge": 0, "molar_mass_g_mol": 716.95, "e_above_lowest_kcal_mol": 0.0, "spin_multiplicity": 1}

=====

[2]
{"formula": "C26H28FN5O5S", "method": "ωB97M-V/def2-TZVPD", "elements": ["C", "C", "O", "C", "C", "C", "C", "C", "C", "H", "H", "C", "N", "C", "O", "C", "C", "N", "H", "H", "C", "N", "S", "C", "O", "N", "H", "H", "C", "C", "C", "C", "C", "C", "F", "H", "H", "H", "H", "C", "O", "N", "H", "C", "H", "H", "C", "H", "C", "H", "H", "C", "H", "C", "H", "O", "H", "H", "H", "H", "H", "H", "H", "H", "H", "H"], "coordinates": [[-2.8016, -3.4717, -4.0467], [-3.7804, -2.7728, -3.3240], [-3.7237, -2.9954, -1.9719], [-2.8880, -2.5471, -1.1733], [-2.0022, -1.7185, -1.6840], [-1.1894, -1.1109, -0.5580], [-1.2136, -1.5877, 0.8757], [-2.0642, -2.4154, 0.9660], [-2.9909, -2.9299, 0.0844], [-3.6130, -3.7552, 0.4608], [-2.1131, -2.5911, 2.1279], [-0.2718, -0.8041, 1.6247], [1.2188, -0.9809, 1.0952], [1.5912, 0.4236, 0.5859], [0.8271, 1.3065, 0.3915], [2.7405, 0.3017, -0.0765], [3.4130, 1.3261, -0.7002], [2.8865, 2.6817, -0.5396], [3.5697, 3.5844, -1.1046], [2.0569, 2.9314, 0.0377], [4.4940, 1.1297, -1.6005], [4.6907, -0.0577, -1.4061], [3.7462, -0.9200, -0.6572], [5.3232, 2.1771, -2.0275], [5.1407, 3.4935, -2.4246], [6.5242, 1.6158, -2.8578], [6.5955, 0.4139, -2.8211], [7.1161, 2.3534, -3.3751], [1.9931, -1.8777, 1.6620], [1.7515, -3.2062, 1.3880], [2.5589, -4.0903, 1.6575], [3.7163, -3.9583, 2.2179], [4.1488, -2.5833, 2.6166], [3.2579, -1.7239, 2.1870], [3.6191, -0.3949, 2.4720], [5.0813, -2.1808, 3.1391], [4.4217, -4.7335, 2.4784], [2.2532, -5.2010, 1.7795], [0.7630, -3.3295, 0.8374], [-0.6934, 0.6063, 2.4144], [0.1085, 0.8563, 3.4232], [-1.8572, 1.0682, 2.0619], [-2.1611, 0.5985, 0.9708], [-2.1414, 2.2230, 2.1179], [-1.5393, 2.8009, 2.8047], [-2.9754, 2.3262, 2.4202], [-1.8482, 3.0844, 0.8481], [-0.7793, 2.9003, 0.4759], [-2.2788, 4.7550, 0.8968], [-1.9522, 5.3378, 0.2867], [-1.9986, 5.0824, 1.9347], [-3.7945, 4.6813, 0.7288], [-4.1496, 4.4935, 1.6175], [-3.9355, 3.3927, -0.1080], [-4.0448, 3.7670, -1.1135], [-2.7638, 2.8085, 0.0054], [-4.8715, 2.7734, -0.0009], [-4.2779, 5.5805, 0.4305], [-0.0964, -1.4779, 2.6121], [-0.2961, -0.2730, -0.6387], [-1.9351, -1.2361, -2.6284], [-4.8718, -3.1160, -3.5499], [-3.8358, -1.6707, -3.5304], [-2.0104, -3.1947, -3.7057], [-2.9497, -3.3470, -5.1481], [-2.8980, -4.6218, -3.9622]], "largest_force_ha_per_bohr": 0.3484, "charge": 0, "molar_mass_g_mol": 541.61, "e_above_lowest_kcal_mol": 572.9, "spin_multiplicity": 1}

=====

[3]
{"formula": "C26H28N2O5", "method": "ωB97M-V/def2-TZVPD", "elements": ["C", "C", "C", "O", "C", "C", "C", "C", "C", "C", "C", "C", "O", "C", "C", "C", "C", "C", "C", "C", "O", "C", "O", "N", "C", "C", "N", "C", "C", "O", "C", "C", "C", "H", "H", "H", "H", "H", "H", "H", "H", "H", "H", "H", "H", "H", "H", "H", "H", "H", "H", "H", "H", "H", "H", "H", "H", "H", "H", "H", "H"], "coordinates": [[-2.9817, -1.9730, 1.0272], [-2.9572, -2.1423, -0.2809], [-1.9193, -2.9204, -1.0411], [-0.8103, -3.3549, -0.2817], [0.0483, -2.4277, 0.2123], [1.1037, -2.9129, 0.9880], [2.0075, -2.0380, 1.5538], [1.8730, -0.6697, 1.3729], [0.8292, -0.1829, 0.6007], [0.6250, 1.3053, 0.3797], [-0.8257, 1.6814, 0.5383], [-1.5833, 1.9124, 1.6547], [-2.8581, 2.2578, 1.5350], [-1.0928, 1.9074, 3.0413], [-0.2291, 0.9286, 3.5240], [0.1966, 0.9686, 4.8391], [-0.2297, 1.9809, 5.6830], [-1.1031, 2.9485, 5.2127], [-1.5409, 2.9088, 3.9032], [-1.3856, 1.8904, -0.7730], [-2.5625, 2.1192, -1.0395], [-0.2258, 1.8765, -1.7486], [-0.2527, 2.1083, -2.9387], [0.8833, 1.6397, -1.0109], [2.2040, 1.6902, -1.5762], [2.8749, 0.3237, -1.7784], [2.0180, -0.6521, -2.4206], [2.6273, -1.9723, -2.3863], [1.6795, -2.9974, -3.0069], [1.3372, -2.6583, -4.3278], [0.7582, -1.3747, -4.3686], [1.6923, -0.3109, -3.7985], [-0.0644, -1.0593, 0.0055], [-3.7570, -1.4029, 1.5083], [-2.2295, -2.3967, 1.6723], [-3.7224, -1.7139, -0.9138], [-1.5856, -2.3339, -1.9106], [-2.3691, -3.8455, -1.4201], [1.1884, -3.9779, 1.1345], [2.8213, -2.4225, 2.1504], [2.5680, 0.0131, 1.8403], [1.2904, 1.8799, 1.0370], [-3.0975, 2.2838, 0.5673], [0.0790, 0.1211, 2.8809], [0.8606, 0.2006, 5.2070], [0.1098, 2.0104, 6.7076], [-1.4470, 3.7329, 5.8700], [-2.2249, 3.6558, 3.5307], [2.8471, 2.2917, -0.9234], [2.1002, 2.2040, -2.5353], [3.8051, 0.4968, -2.3524], [3.1529, -0.0871, -0.8047], [2.8207, -2.2464, -1.3464], [3.5827, -1.9843, -2.9424], [2.1567, -3.9780, -3.0534], [0.7729, -3.0669, -2.3903], [0.5378, -1.1691, -5.4169], [-0.1801, -1.3684, -3.7933], [1.1760, 0.6482, -3.8265], [2.6037, -0.2538, -4.4204], [-0.8592, -0.6565, -0.6009]], "largest_force_ha_per_bohr": 0.0171, "charge": 0, "molar_mass_g_mol": 448.52, "e_above_lowest_kcal_mol": 37.3, "spin_multiplicity": 1}

=====

[4]
{"formula": "C26H28N4OPdS", "method": "ωB97M-V/def2-TZVPD", "elements": ["Pd", "C", "C", "C", "C", "C", "C", "C", "N", "N", "C", "C", "C", "C", "C", "C", "N", "C", "C", "C", "C", "C", "C", "N", "H", "H", "H", "H", "H", "H", "H", "H", "H", "H", "H", "H", "H", "H", "H", "H", "H", "H", "H", "H", "C", "S", "O", "C", "C", "C", "C", "C", "C", "H", "H", "H", "H", "H", "H", "H", "H"], "coordinates": [[0.0957, -0.4029, 0.3239], [-2.8248, 0.4101, 0.0407], [-3.2570, -0.6962, 1.0016], [-2.8393, -2.0957, 0.6125], [-3.7662, -3.1288, 0.6172], [-3.3630, -4.4060, 0.2646], [-2.0406, -4.6170, -0.0900], [-1.1827, -3.5350, -0.0744], [-1.5635, -2.2984, 0.2685], [-1.4674, 0.9905, 0.2802], [-1.0726, 1.8490, -0.8726], [-0.6286, 0.9897, -2.0193], [-0.8562, 1.3182, -3.3398], [-0.3811, 0.4734, -4.3343], [0.2885, -0.6860, -3.9793], [0.4740, -0.9616, -2.6390], [0.0416, -0.1344, -1.6838], [-1.3924, 1.7304, 1.5692], [-0.7727, 0.9078, 2.6675], [-0.9273, 1.2308, 4.0014], [-0.2968, 0.4491, 4.9583], [0.4656, -0.6391, 4.5604], [0.5840, -0.9094, 3.2142], [-0.0179, -0.1464, 2.2965], [-3.5353, 1.2403, 0.0990], [-2.8433, 0.0342, -0.9826], [-4.3448, -0.6723, 1.0470], [-2.9190, -0.4766, 2.0187], [-4.7947, -2.9314, 0.8935], [-4.0723, -5.2234, 0.2642], [-1.6790, -5.5967, -0.3711], [-0.1397, -3.6615, -0.3374], [-0.2278, 2.4661, -0.5627], [-1.8906, 2.5096, -1.1726], [-1.4007, 2.2203, -3.5870], [-0.5474, 0.7131, -5.3765], [0.6545, -1.3776, -4.7252], [0.9799, -1.8582, -2.3075], [-2.3858, 2.0732, 1.8680], [-0.7800, 2.6199, 1.4206], [-1.5345, 2.0804, 4.2865], [-0.4062, 0.6860, 6.0087], [0.9605, -1.2747, 5.2805], [1.1678, -1.7367, 2.8366], [4.6852, -0.8273, 0.1572], [3.0713, -0.7561, -0.5861], [2.1452, -0.9155, 0.6321], [2.9897, 0.9662, -0.9969], [3.1396, 1.3320, -2.3265], [3.0449, 2.6761, -2.6654], [2.7852, 3.6212, -1.6815], [2.6211, 3.2345, -0.3538], [2.7218, 1.8977, -0.0022], [4.7341, -0.0995, 0.9653], [5.4201, -0.6030, -0.6169], [4.8245, -1.8425, 0.5276], [3.3342, 0.5829, -3.0873], [3.1756, 2.9834, -3.6948], [2.7157, 4.6681, -1.9477], [2.4333, 3.9806, 0.4078], [2.5976, 1.5753, 1.0243]], "largest_force_ha_per_bohr": 0.0184, "charge": 2, "molar_mass_g_mol": 551.02, "e_above_lowest_kcal_mol": 0.0, "spin_multiplicity": 1}